No. 1
{
  "formula": "C45H44As2O2PdS2",
  "method": "ωB97M-V/def2-TZVPD",
  "spin_multiplicity": 3,
  "total_energy_ha": -7287.320457,
  "e_lumo_ev": [0.5, -0.6],
  "orbital_gap_ev": [6.2, 7.1],
  "de_lowest_kcal_mol": 0.3,
  "species": ["Pd", "C", "As", "C", "C", "C", "C", "C", "C", "C", "As", "C", "C", "H", "H", "H", "H", "H", "H", "H", "H", "H", "H", "H", "H", "H", "H", "H", "H", "C", "C", "C", "C", "C", "C", "C", "S", "O", "C", "C", "C", "C", "C", "C", "C", "C", "C", "C", "C", "C", "C", "C", "C", "C", "C", "C", "C", "C", "S", "O", "C", "C", "C", "C", "C", "C", "C", "H", "H", "H", "H", "H", "H", "H", "H", "H", "H", "H", "H", "H", "H", "H", "H", "H", "H", "H", "H", "H", "H", "H", "H", "H", "H", "C", "H", "H"],
  "coordinates": [[1.09596, 0.87281, 0.21755], [5.31106, -0.32259, -1.30445], [3.62326, -0.01209, -0.24945], [3.98766, 1.91861, -0.00205], [4.23306, -0.54469, 1.55245], [5.50866, -1.06299, 1.76355], [5.93756, -1.44149, 3.02275], [5.07646, -1.33809, 4.10125], [3.80866, -0.82469, 3.90735], [3.37526, -0.41169, 2.65085], [1.61256, 0.46501, 2.51545], [0.57496, -0.68229, 3.73445], [2.10816, 1.96711, 3.70575], [6.14586, 0.26181, -0.91795], [5.11176, -0.00939, -2.33195], [5.57166, -1.38109, -1.32395], [4.87476, 2.06861, 0.61665], [3.12606, 2.40551, 0.47295], [4.14416, 2.38301, -0.97605], [6.19096, -1.15599, 0.93025], [6.94236, -1.81259, 3.16285], [5.39526, -1.63739, 5.08835], [3.13376, -0.73379, 4.75235], [0.57716, -0.30539, 4.75865], [0.98186, -1.69539, 3.71725], [-0.45274, -0.72639, 3.37315], [2.54196, 1.58941, 4.63505], [1.24216, 2.58661, 3.93975], [2.85186, 2.58801, 3.19645], [-1.50914, 3.66541, 5.93075], [-1.26114, 3.48991, 4.46235], [-1.46514, 2.25521, 3.84815], [-1.19474, 2.07351, 2.50325], [-0.75804, 3.15461, 1.74825], [-0.56604, 4.39171, 2.33705], [-0.81374, 4.55421, 3.68865], [-0.18804, 2.88841, 0.05835], [-0.17184, 4.20201, -0.59385], [-1.66894, 2.04131, -0.57165], [-2.87594, 2.59581, -0.11325], [-4.07274, 2.05901, -0.47175], [-4.11254, 0.91421, -1.29325], [-5.34314, 0.32181, -1.64075], [-5.39034, -0.78949, -2.43365], [-4.19994, -1.33789, -2.92625], [-2.99334, -0.76759, -2.62765], [-2.90154, 0.36801, -1.79415], [-1.65024, 0.97131, -1.43875], [-0.41994, 0.44851, -2.17515], [-0.60874, 0.68451, -3.66085], [-1.19144, 1.86051, -4.10815], [-1.27644, 2.13871, -5.46115], [-0.73154, 1.25871, -6.38965], [-0.12934, 0.09651, -5.96435], [-0.06824, -0.22729, -4.59695], [0.48666, -1.45029, -4.14725], [0.42826, -1.81419, -2.80655], [-0.11824, -0.98809, -1.85825], [-0.01104, -1.42339, -0.11695], [-1.06264, -0.69389, 0.62355], [-0.73754, -3.07709, -0.38945], [-2.10534, -3.23229, -0.49605], [-2.63114, -4.49029, -0.73145], [-1.79974, -5.59879, -0.85565], [-2.36774, -6.96639, -1.08855], [-0.42554, -5.42259, -0.72735], [0.10666, -4.16819, -0.48895], [-1.11154, 2.82101, 6.49165], [-2.57864, 3.72551, 6.13095], [-1.04254, 4.57781, 6.29555], [-1.83774, 1.42611, 4.43325], [-1.35334, 1.11091, 2.02695], [-0.21954, 5.21011, 1.72425], [-0.65304, 5.51631, 4.15515], [-2.82974, 3.47831, 0.50735], [-5.00184, 2.49301, -0.13105], [-6.25074, 0.76781, -1.25985], [-6.33484, -1.24729, -2.68635], [-4.22924, -2.22159, -3.54725], [-2.10034, -1.21259, -3.03295], [-1.57954, 2.57101, -3.39195], [-1.76444, 3.04221, -5.79225], [-0.78794, 1.48871, -7.44415], [0.31016, -0.58879, -6.67465], [0.92236, -2.12249, -4.87025], [0.78396, -2.79439, -2.51795], [-2.73964, -2.36409, -0.39345], [-3.70164, -4.60519, -0.82385], [-3.34374, -6.90999, -1.56395], [-2.48254, -7.48569, -0.13645], [-1.70394, -7.56029, -1.71235], [0.23306, -6.27479, -0.81535], [1.17446, -4.02859, -0.38075], [0.88936, 1.19871, -1.89415], [1.70406, 0.73731, -2.47495], [0.79616, 2.25651, -2.16295]],
  "mulliken_charge": [0.857, -1.413, 1.128, -1.013, 0.083, -0.360, -0.721, -0.881, -0.697, -0.401, 1.352, -1.598, -1.123, 0.429, 0.359, 0.402, 0.506, 0.106, 0.452, 0.349, 0.402, 0.403, 0.344, 0.465, 0.504, 0.372, 0.463, 0.182, 0.295, -1.665, 0.957, -0.683, -0.798, 0.283, -0.822, -0.791, 1.136, -0.948, 1.246, -0.835, -1.314, 0.800, -1.059, -0.885, -0.841, -0.841, 1.523, -0.410, 3.185, 0.186, -0.897, -0.956, -0.693, -0.931, 0.616, -1.779, -1.031, 0.699, 0.810, -0.685, -0.651, -0.349, -1.146, 1.092, -1.568, -0.940, -0.148, 0.351, 0.345, 0.385, 0.450, 0.637, 0.547, 0.361, 0.685, 0.392, 0.475, 0.393, 0.532, 0.302, 0.563, 0.452, 0.396, 0.462, 0.389, 0.438, 0.690, 0.383, 0.374, 0.294, 0.384, 0.388, 0.548, -2.834, 0.730, 0.378]
}



No. 2
{
  "formula": "C41H98N4O14",
  "method": "ωB97M-V/def2-TZVPD",
  "total_energy_ha": -2893.040892,
  "e_lumo_ev": 0.0,
  "orbital_gap_ev": 7.8,
  "smiles": "CC1(C)CCCC(C)(C)N1O.CC1(C)CCCC(C)(C)N1O.CC1(C)CCCC(C)(C)N1O.COC[C@H](C)N.OCCO.OCCO.OCCO.OCCO.OCCO",
  "de_lowest_kcal_mol": 45.4,
  "species": ["C", "C", "C", "C", "C", "C", "C", "C", "C", "N", "O", "H", "H", "H", "H", "H", "H", "H", "H", "H", "H", "H", "H", "H", "H", "H", "H", "H", "H", "H", "C", "C", "C", "C", "C", "C", "C", "C", "C", "N", "O", "H", "H", "H", "H", "H", "H", "H", "H", "H", "H", "H", "H", "H", "H", "H", "H", "H", "H", "H", "C", "C", "C", "C", "C", "C", "C", "C", "C", "N", "O", "H", "H", "H", "H", "H", "H", "H", "H", "H", "H", "H", "H", "H", "H", "H", "H", "H", "H", "H", "C", "O", "C", "C", "C", "N", "H", "H", "H", "H", "H", "H", "H", "H", "H", "H", "H", "O", "C", "C", "O", "H", "H", "H", "H", "H", "H", "O", "C", "C", "O", "H", "H", "H", "H", "H", "H", "O", "C", "C", "O", "H", "H", "H", "H", "H", "H", "O", "C", "C", "O", "H", "H", "H", "H", "H", "H", "O", "C", "C", "O", "H", "H", "H", "H", "H", "H"],
  "coordinates": [[3.26804, 2.44889, -5.90181], [3.70986, 3.50588, -4.89732], [4.88522, 4.37609, -5.44766], [2.47895, 4.42315, -4.64961], [1.36827, 3.76307, -3.79551], [1.99337, 3.31832, -2.49238], [3.26518, 2.29549, -2.65446], [3.88186, 2.28064, -1.22060], [2.72254, 0.86201, -2.91072], [4.19695, 2.95044, -3.63689], [5.44464, 2.35229, -3.63911], [4.03621, 1.68557, -6.02573], [2.42402, 1.89881, -5.48571], [2.99357, 2.92854, -6.84133], [5.35448, 5.06748, -4.74774], [5.57694, 3.74704, -6.00795], [4.52345, 5.00805, -6.25874], [2.71165, 5.37410, -4.17037], [1.95457, 4.72473, -5.55634], [0.60931, 4.49290, -3.51366], [0.85599, 2.87390, -4.16295], [1.28919, 2.82056, -1.82570], [2.21913, 4.25688, -1.98617], [3.26485, 1.71587, -0.52171], [3.93105, 3.31871, -0.89181], [4.92941, 1.98143, -1.25505], [3.56481, 0.28434, -3.29145], [1.95942, 0.84768, -3.68888], [2.17648, 0.46317, -2.05582], [5.96724, 3.15190, -3.54370], [1.16506, 4.38372, 2.29559], [0.78664, 3.51640, 3.56067], [1.95754, 2.68657, 3.93837], [0.51057, 4.54532, 4.71908], [-0.10901, 3.89691, 6.01779], [-1.28325, 2.99249, 5.65338], [-1.02437, 1.93003, 4.53888], [-0.14401, 0.79501, 5.00435], [-2.38813, 1.48474, 4.05642], [-0.39693, 2.64502, 3.39019], [-0.32389, 1.94581, 2.22811], [1.71501, 3.82040, 1.54172], [0.26741, 4.73566, 1.78721], [1.86934, 5.19476, 2.48086], [1.96663, 1.91565, 3.16786], [2.91637, 3.18723, 3.80385], [2.02838, 2.28485, 4.94917], [1.51913, 4.90062, 4.93042], [-0.05830, 5.39526, 4.34211], [0.65472, 3.26667, 6.47343], [-0.31961, 4.63811, 6.78874], [-2.17397, 3.57527, 5.41865], [-1.61433, 2.40522, 6.50988], [0.60040, 0.45387, 4.28492], [-0.77187, -0.06868, 5.22326], [0.45756, 1.04318, 5.87878], [-2.90854, 2.35393, 3.65420], [-2.89630, 1.06821, 4.92612], [-2.34031, 0.66066, 3.34460], [-0.86930, 2.49394, 1.65917], [-5.85932, -2.00218, 1.20092], [-5.66284, -1.35099, -0.18207], [-4.61674, -2.28151, -0.96784], [-6.86059, -1.33967, -1.12927], [-7.98658, -0.46682, -0.60715], [-7.54665, 0.99794, -0.45875], [-6.10398, 1.13214, 0.28155], [-5.61761, 2.52330, -0.11366], [-6.23140, 1.12301, 1.81012], [-5.13672, 0.01963, -0.09743], [-3.84250, 0.09992, 0.52134], [-6.82205, -1.79621, 1.66873], [-5.81494, -3.08831, 1.12059], [-5.16165, -1.61531, 1.94367], [-3.86533, -2.75776, -0.33803], [-5.13642, -3.08163, -1.49494], [-4.07279, -1.67124, -1.68880], [-6.46921, -0.99439, -2.08619], [-7.28683, -2.33640, -1.24315], [-8.82284, -0.46521, -1.30626], [-8.33529, -0.91073, 0.32530], [-8.32702, 1.41756, 0.17609], [-7.60819, 1.64826, -1.33133], [-4.63805, 2.69022, 0.33434], [-6.28301, 3.25579, 0.34328], [-5.58176, 2.77607, -1.17334], [-6.72274, 0.25280, 2.24532], [-6.85876, 1.91940, 2.21048], [-5.33792, 1.24158, 2.42310], [-3.22623, 0.31960, -0.18120], [5.07289, -1.52659, -0.76296], [3.93782, -2.31778, -1.10256], [3.96647, -2.83865, -2.44492], [2.92404, -4.02688, -2.46586], [3.26622, -5.12808, -1.43651], [2.73656, -4.62378, -3.77246], [5.03508, -1.15194, 0.25993], [5.15815, -0.69711, -1.46496], [5.93762, -2.18444, -0.84999], [3.71787, -2.06940, -3.17606], [4.94013, -3.23855, -2.72805], [1.96109, -3.60030, -2.18507], [4.29848, -5.47712, -1.40949], [2.66004, -5.99619, -1.69539], [3.02667, -4.90681, -0.39644], [1.80488, -5.01302, -3.79624], [2.68825, -3.90188, -4.47718], [0.85463, -5.09785, 1.51331], [1.89761, -5.90531, 2.00397], [1.48900, -6.36794, 3.45063], [1.35451, -5.22568, 4.36167], [1.16622, -4.23491, 1.23076], [2.10444, -6.68748, 1.27355], [2.84629, -5.36869, 2.01652], [2.25809, -7.00989, 3.88018], [0.57419, -6.96016, 3.47322], [0.52114, -4.85772, 4.05883], [-2.20573, 0.17770, -1.57386], [-1.22982, 1.20966, -1.82870], [-1.70908, 2.51844, -1.25747], [-2.06208, 2.46326, 0.12495], [-1.99842, -0.62494, -2.05802], [-0.25804, 0.89315, -1.44982], [-0.87382, 1.37748, -2.84517], [-2.54631, 2.87942, -1.85483], [-0.87527, 3.20503, -1.40389], [-2.80927, 1.86540, 0.20165], [3.19531, -2.97414, 4.75583], [3.04043, -2.28449, 3.50885], [3.72812, -0.88615, 3.59195], [3.76071, -0.19336, 2.30509], [2.63083, -3.74830, 4.69545], [3.42919, -2.71709, 2.58698], [2.00428, -2.28564, 3.17050], [4.72119, -0.92432, 4.03967], [3.25110, -0.26322, 4.34859], [2.85095, -0.20038, 1.99868], [-1.59816, -2.10006, -2.91253], [-2.10979, -3.45362, -2.98321], [-1.06028, -4.50168, -3.47741], [-0.51445, -4.19359, -4.73664], [-1.41428, -1.70567, -3.76825], [-2.53852, -3.86575, -2.06974], [-3.02014, -3.34495, -3.57275], [-1.59373, -5.45144, -3.51579], [-0.27133, -4.49465, -2.72533], [-1.28650, -4.22053, -5.30658], [1.64805, -2.75567, 0.33579], [0.62462, -1.93688, -0.19949], [0.17814, -1.16121, 1.00145], [1.14319, -0.16914, 1.46407], [2.45816, -2.60848, -0.15782], [1.03132, -1.42982, -1.07447], [-0.23642, -2.47377, -0.59754], [-0.08126, -1.83219, 1.82035], [-0.70747, -0.59343, 0.71605], [0.59288, 0.59551, 1.64867]],
  "mulliken_charge": [-1.779, 1.710, -2.105, -1.571, -0.556, -0.252, 1.326, -1.927, -1.136, 0.534, -0.478, 0.395, 0.311, 0.415, 0.414, 0.426, 0.463, 0.436, 0.528, 0.430, 0.374, -0.722, 0.614, 0.142, 0.553, 0.358, 0.337, 0.262, -0.041, 0.356, -2.244, 1.951, -2.032, -1.345, -0.818, -1.486, 2.398, -1.654, -2.550, -0.266, 0.474, 0.343, 0.416, 0.441, 0.167, 0.507, 0.306, 0.452, 0.449, 0.297, 0.456, 0.463, 0.495, 0.023, 0.504, 0.260, 0.491, 0.526, 0.298, 0.153, -1.795, 1.858, -2.267, -1.255, -0.808, -1.296, 1.749, -1.738, -1.521, 0.179, 0.351, 0.379, 0.461, 0.246, 0.575, 0.469, 0.194, 0.456, 0.396, 0.445, 0.354, 0.319, 0.456, 0.191, 0.469, 0.446, 0.371, 0.497, 0.009, 0.070, -0.685, -0.165, -0.930, 1.989, -1.450, -0.728, 0.118, 0.167, 0.336, 0.128, 0.456, -0.882, 0.335, 0.442, 0.051, 0.252, 0.356, -0.552, -0.258, -0.749, -0.521, 0.150, 0.413, 0.218, 0.356, 0.348, 0.274, -0.436, 0.469, -0.671, -0.392, 0.224, -0.465, 0.426, 0.300, 0.471, -0.082, -0.640, 0.408, -0.423, -0.673, 0.470, -0.084, -0.132, 0.507, 0.059, -0.013, -0.498, -0.643, -0.380, -0.506, 0.213, 0.231, 0.710, 0.364, 0.010, 0.363, 1.647, -0.136, 0.401, 1.608, -0.568, -0.274, -0.024, 0.180, -0.656, -0.386]
}



No. 3
{
  "formula": "CH3Cl2NO",
  "method": "ωB97M-V/def2-TZVPD",
  "total_energy_ha": -1090.220341,
  "e_lumo_ev": 0.6,
  "orbital_gap_ev": 10.3,
  "de_lowest_kcal_mol": 51.7,
  "species": ["C", "N", "O", "Cl", "Cl", "H", "H", "H"],
  "coordinates": [[1.45831, -0.02674, -0.26409], [-0.31315, -0.40036, 0.48817], [1.36033, -0.08681, -1.58273], [1.92839, 1.54030, 0.39867], [2.42996, -1.31827, 0.34667], [-0.08433, -0.79583, 1.39446], [-0.65613, 0.54433, 0.64564], [0.71929, 0.54223, -1.94006]],
  "mulliken_charge": [0.486, -0.643, -0.423, -0.137, -0.135, 0.239, 0.255, 0.359]
}



No. 4
{
  "formula": "C5H5N3",
  "method": "ωB97M-V/def2-TZVPD",
  "total_energy_ha": -357.681871,
  "e_lumo_ev": 0.6,
  "orbital_gap_ev": 10.9,
  "smiles": "N#C[C@H]1N=CN2C[C@H]12",
  "de_lowest_kcal_mol": 56.9,
  "species": ["N", "C", "C", "N", "C", "N", "C", "C", "H", "H", "H", "H", "H"],
  "coordinates": [[3.46983, 0.00844, -0.52719], [2.37942, -0.15004, -0.05094], [0.91801, -0.10121, 0.59610], [0.48676, 1.31757, 0.52088], [-0.43618, 1.32889, -0.44607], [-0.93220, 0.15052, -0.96895], [-1.55121, -0.52765, 0.20224], [-0.15533, -0.87623, -0.22224], [0.94769, -0.51576, 1.58337], [-0.98441, 2.23233, -0.90123], [-2.48181, -1.17673, 0.08415], [-1.73588, 0.15562, 1.02710], [0.07531, -1.84575, -0.89724]],
  "mulliken_charge": [-0.462, 0.068, 0.220, -0.534, 0.104, -0.414, -0.413, -0.063, 0.389, 0.336, 0.233, 0.236, 0.302]
}